One molecule with the formula C2H4INS in a non-equilibrium geometry. Source: the Open Molecules 2025 dataset; level of theory: the ωB97M-V functional and the def2-TZVPD basis.

The HOMO energy (spin up / spin down) is -8.28 / -8.39 eV. Its HOMO-LUMO gap (spin up / spin down) is 7.28 / 7.35 eV. As for the multiplicity: 1. The net charge is 0.

Element x y z (Å)
C: 0.03348 0.46698 -0.13173
C: 1.30421 -0.19833 0.10617
N: -1.03840 -0.50595 -0.27513
S: -0.74293 -2.13483 -0.07481
I: -2.88253 0.48996 -0.37288
H: -0.20339 1.19964 0.81558
H: -0.06304 1.21687 -0.82108
H: 2.20714 0.52327 -0.02694
H: 1.38547 -1.05760 0.78083

Charges obtained by Löwdin population analysis, quoted in units of e: -0.5209, -0.0532, -1.0691, 0.5759, 0.7768, 0.1483, 0.0437, 0.0894, 0.0092

---

A 4-piece molecular cluster, C3H14O4 overall in a non-equilibrium geometry. Source: the Open Molecules 2025 dataset; level of theory: the ωB97M-V functional and the def2-TZVPD basis.

The HOMO energy is -9.67 eV. Its HOMO-LUMO gap is 9.94 eV. As for the multiplicity: 1. The net charge is 0. The SMILES is CCCO.O.O.O.

Element x y z (Å)
C: 0.18201 -0.31135 -2.09174
O: 1.59005 -0.52209 -1.90746
C: -0.47495 -0.33744 -0.72916
C: -2.04959 -0.35169 -0.76827
H: 0.12239 0.56372 -2.75619
H: -0.15197 -1.20418 -2.71119
H: 1.93927 -0.14182 -1.14614
H: -0.07038 -1.28445 -0.24455
H: -0.10923 0.45727 0.00376
H: -2.57015 -0.28231 0.10862
H: -2.47011 0.52093 -1.39284
H: -2.21761 -1.36245 -1.14412
H: 1.50111 0.40895 2.27571
H: 0.30404 1.25160 2.62490
O: 1.09215 1.23411 1.99502
H: 2.24606 1.98623 0.49126
H: 3.30426 2.77610 -0.25330
O: 3.07878 1.87975 -0.14407
H: -2.30087 -1.48601 2.06082
H: -1.49954 -1.99984 3.32996
O: -1.44571 -1.79504 2.39899

Charges obtained by Löwdin population analysis, quoted in units of e: -0.2711, -0.0801, -0.2506, -0.0957, 0.1149, 0.1332, 0.0108, 0.1249, 0.0981, -0.0006, 0.1039, 0.0718, 0.0504, 0.0901, -0.0833, 0.0704, -0.0059, -0.0852, 0.0332, 0.0278, -0.0569

---

A 11-piece molecular cluster, C72H160Br3N8 overall in a non-equilibrium geometry. Source: the Open Molecules 2025 dataset; level of theory: the ωB97M-V functional and the def2-TZVPD basis.

The HOMO energy is -13.93 eV. Its HOMO-LUMO gap is 5.21 eV. As for the multiplicity: 1. The net charge is +5.

Element x y z (Å)
C: 10.86744 2.72793 -0.25333
C: 9.48306 3.37603 -0.34017
C: 8.45896 2.40909 0.33770
C: 8.44350 0.93450 -0.37565
N: 7.60257 -0.10373 0.28541
C: 8.21889 -0.70786 1.62437
C: 7.34068 -0.23859 2.78461
C: 6.25789 0.71416 2.26716
C: 6.13755 0.38051 0.76548
C: 7.29947 -1.24799 -0.77708
H: 10.85870 1.86540 -0.91972
H: 11.11005 2.51252 0.78727
H: 11.62457 3.40717 -0.64511
H: 9.09582 3.54682 -1.34464
H: 9.46731 4.33342 0.18066
H: 7.46175 2.84465 0.40063
H: 8.72922 2.28028 1.38578
H: 9.38225 0.38453 -0.44184
H: 7.99087 1.04331 -1.36124
H: 8.29450 -1.78639 1.48592
H: 9.19936 -0.24379 1.73126
H: 6.85188 -1.09127 3.25591
H: 8.01130 0.30009 3.45409
H: 5.31090 0.66838 2.80495
H: 6.73929 1.69207 2.27434
H: 5.50179 -0.49797 0.65504
H: 5.60651 1.05071 0.08953
H: 6.79836 -2.02877 -0.20491
H: 8.28030 -1.61250 -1.08238
H: 6.63214 -0.98526 -1.59790
C: -1.90138 -3.92921 -2.71074
C: -1.78357 -2.71423 -3.55455
C: -3.26840 -2.17159 -3.78778
C: -3.53665 -1.25569 -5.01486
N: -5.03637 -0.91141 -5.15250
C: -6.09499 -2.03655 -5.22700
C: -7.23223 -1.63401 -6.12223
C: -6.55272 -0.68864 -7.12136
C: -5.37877 0.00345 -6.46050
C: -5.38656 0.05751 -4.03201
H: -2.02826 -4.78999 -3.36729
H: -2.72791 -3.84372 -2.00530
H: -0.96742 -4.14419 -2.19150
H: -1.36073 -2.85042 -4.54993
H: -1.16933 -1.98556 -3.02553
H: -3.56964 -1.70208 -2.85134
H: -3.88839 -3.06773 -3.76236
H: -3.29180 -1.83279 -5.90655
H: -3.16586 -0.24913 -5.20836
H: -6.38277 -2.45740 -4.26358
H: -5.50315 -2.80133 -5.72992
H: -8.05433 -1.07149 -5.67970
H: -7.76223 -2.51067 -6.49460
H: -7.14558 0.10790 -7.57096
H: -6.18540 -1.42982 -7.83117
H: -5.60178 1.06111 -6.32003
H: -4.48303 -0.00151 -7.08157
H: -6.47324 0.06371 -3.94731
H: -5.11074 1.05571 -4.37203
H: -4.91289 -0.14418 -3.07126
C: 9.19800 -0.58008 -6.25263
C: 7.69968 -0.54702 -5.91616
C: 7.18034 -2.01998 -5.66824
C: 5.67346 -2.08384 -5.56019
N: 5.05650 -3.33521 -4.80267
C: 3.56627 -3.22644 -4.50329
C: 3.22546 -4.28784 -3.50972
C: 4.44394 -4.20329 -2.58563
C: 5.51135 -3.45696 -3.35417
C: 5.41358 -4.60114 -5.60265
H: 9.82075 0.18089 -5.78230
H: 9.34155 -0.56233 -7.33299
H: 9.50336 -1.60004 -6.01912
H: 7.07345 -0.18527 -6.73168
H: 7.68957 0.08670 -5.02937
H: 7.65550 -2.39028 -4.75983
H: 7.44350 -2.62679 -6.53463
H: 5.22724 -2.02051 -6.55264
H: 5.33619 -1.27256 -4.91507
H: 3.18577 -3.40893 -5.50829
H: 3.20912 -2.25439 -4.16318
H: 3.36431 -5.25653 -3.98977
H: 2.22399 -4.24269 -3.08179
H: 4.65245 -5.18729 -2.16566
H: 4.10300 -3.66602 -1.70065
H: 6.52162 -3.85477 -3.25823
H: 5.56318 -2.41838 -3.02741
H: 5.07860 -5.53040 -5.14182
H: 6.50139 -4.66606 -5.62639
H: 4.91135 -4.40651 -6.55027
C: -3.69589 1.23355 -0.32541
C: -2.96263 -0.10590 -0.67614
C: -1.68095 -0.19642 0.08419
C: -0.60947 -1.05488 -0.62081
N: 0.54392 -1.60561 0.23959
C: 1.37680 -0.32172 0.67243
C: 2.56251 -0.16418 -0.37582
C: 2.23444 -1.25671 -1.43043
C: 1.63285 -2.34009 -0.59312
C: 0.00858 -2.46243 1.41557
H: -4.76448 1.11726 -0.14457
H: -3.62386 2.01534 -1.08154
H: -3.37686 1.62087 0.64221
H: -2.75718 0.00170 -1.74118
H: -3.68071 -0.92540 -0.70574
H: -1.76569 -0.45661 1.13929
H: -1.13223 0.74523 0.10173
H: -0.12997 -0.41498 -1.36156
H: -1.01148 -1.98727 -1.01722
H: 1.84070 -0.63122 1.60896
H: 0.78599 0.59425 0.67991
H: 3.44951 -0.45997 0.18439
H: 2.64356 0.86895 -0.71373
H: 3.17131 -1.59869 -1.87023
H: 1.62947 -0.86324 -2.24731
H: 2.40494 -2.71033 0.08134
H: 1.13710 -3.08625 -1.21407
H: -0.38374 -1.71913 2.10961
H: 0.87732 -3.06966 1.66985
H: -0.86926 -3.03114 1.10888
C: -5.06173 2.01827 5.37071
C: -5.83655 1.05637 4.51583
C: -5.03860 -0.17306 4.11032
C: -5.81227 -1.22834 3.27696
N: -4.97730 -2.48782 2.84676
C: -4.22452 -3.07213 4.11968
C: -3.89237 -4.55584 3.76562
C: -5.06707 -5.04800 2.90459
C: -5.83339 -3.74953 2.56815
C: -3.95312 -2.28254 1.74322
H: -4.12046 2.21851 4.85883
H: -4.75901 1.55407 6.30931
H: -5.61700 2.94762 5.49758
H: -6.35032 1.50748 3.66692
H: -6.66929 0.75268 5.15018
H: -4.72612 -0.66202 5.03301
H: -4.17853 0.17496 3.53825
H: -6.18207 -0.78152 2.35409
H: -6.64169 -1.71608 3.78909
H: -3.39525 -2.47345 4.49650
H: -5.11490 -3.05699 4.74825
H: -2.85505 -4.49661 3.43612
H: -3.78359 -5.14201 4.67813
H: -4.80548 -5.71273 2.08130
H: -5.77753 -5.64993 3.47118
H: -6.30548 -3.76751 1.58585
H: -6.72149 -3.58989 3.17961
H: -3.63525 -3.23998 1.33045
H: -3.09147 -1.84045 2.24342
H: -4.49114 -1.58993 1.09598
C: -7.49457 2.59543 -0.80476
C: -7.02284 2.57473 -2.26861
C: -6.92589 3.84167 -3.08596
C: -6.26250 3.63622 -4.44919
N: -6.23141 4.87714 -5.34554
C: -7.63506 5.42320 -5.66247
C: -7.59195 6.23065 -7.02982
C: -6.42594 5.50620 -7.82117
C: -5.75372 4.49246 -6.80789
C: -5.16541 5.89271 -4.75872
H: -7.66427 1.62756 -0.33302
H: -8.43470 3.12802 -0.94826
H: -6.69686 2.99299 -0.17729
H: -7.76465 2.09374 -2.90614
H: -6.06672 2.05177 -2.29011
H: -6.38657 4.56548 -2.47495
H: -7.92155 4.23099 -3.29852
H: -6.69693 2.87163 -5.09321
H: -5.19042 3.45095 -4.38270
H: -7.86149 6.22257 -4.95689
H: -8.43682 4.68702 -5.60485
H: -7.33258 7.26718 -6.81433
H: -8.57558 6.21973 -7.49934
H: -5.64517 6.21536 -8.09610
H: -6.70728 5.00481 -8.74722
H: -4.67282 4.60363 -6.89395
H: -6.16914 3.49819 -6.97206
H: -5.79499 6.35628 -3.99923
H: -4.86530 6.55330 -5.57215
H: -4.31253 5.36290 -4.33445
C: -0.64932 -5.46548 5.68960
C: -0.30018 -4.06799 4.98149
C: 1.20293 -3.66653 5.32328
C: 1.41293 -2.67341 6.50977
N: 2.70578 -1.89358 6.50037
C: 2.96901 -0.90623 7.67477
C: 3.17799 0.49884 7.10408
C: 3.70776 0.28130 5.70492
C: 2.80326 -0.91311 5.27410
C: 3.91451 -2.88708 6.35582
H: -1.45991 -5.36578 6.41148
H: 0.12651 -5.68535 6.42299
H: -0.80661 -6.25945 4.95955
H: -1.00886 -3.29786 5.28609
H: -0.33709 -4.16517 3.89646
H: 1.69490 -3.21955 4.45942
H: 1.83885 -4.55155 5.30236
H: 1.52535 -3.22046 7.44583
H: 0.62520 -1.92134 6.55420
H: 3.87285 -1.17248 8.22275
H: 2.17033 -1.02651 8.40671
H: 3.87939 1.05203 7.72868
H: 2.20154 0.98218 7.07214
H: 4.76371 0.01445 5.74814
H: 3.52937 1.17564 5.10789
H: 2.99876 -1.33282 4.28732
H: 1.75327 -0.63840 5.37491
H: 3.76741 -3.59602 7.17061
H: 4.80788 -2.26695 6.42944
H: 3.96003 -3.30075 5.34840
C: 1.63578 4.18403 0.58883
C: 0.42199 3.52254 1.19606
C: 0.50841 3.11622 2.68544
C: 0.46701 4.36965 3.48361
N: 0.50416 4.11287 4.99526
C: -0.92454 3.68990 5.50563
C: -1.77797 4.94346 5.44679
C: -0.86054 6.06038 5.98103
C: 0.56282 5.50929 5.73227
C: 1.68178 3.16778 5.40485
H: 1.97791 5.14252 0.97916
H: 1.37170 4.29582 -0.46277
H: 2.49519 3.52807 0.72750
H: 0.16959 2.65292 0.58930
H: -0.46797 4.13725 1.06110
H: 1.36332 2.44284 2.74698
H: -0.42264 2.61172 2.94378
H: -0.31334 5.06668 3.17816
H: 1.40793 4.83585 3.19131
H: -0.66336 3.32297 6.49822
H: -1.35603 2.83619 4.98304
H: -2.54337 4.67664 6.17554
H: -2.16858 5.10160 4.44154
H: -1.09556 6.17684 7.03900
H: -1.05848 6.97930 5.42921
H: 1.16853 5.28239 6.60961
H: 1.28089 6.14049 5.20876
H: 2.59415 3.42063 4.86472
H: 1.23740 2.19845 5.17893
H: 1.88672 3.27202 6.47032
Br: -0.74196 -5.90964 0.43562
Br: -1.22387 -0.22938 4.55982
Br: 4.32810 -3.32195 2.23676

These are the Löwdin partial charges, in e, on atoms 1 to 99: -0.0923, -0.2348, -0.1485, -0.1038, -0.2075, -0.0310, -0.1487, -0.1407, -0.0899, 0.0260, 0.0643, 0.0873, 0.0854, 0.1069, 0.1129, 0.0974, 0.0978, 0.1212, 0.1240, 0.1338, 0.1286, 0.0981, 0.1219, 0.1086, 0.0916, 0.0613, 0.1224, 0.0828, 0.1079, 0.0816, -0.1356, -0.2416, -0.1519, -0.0722, -0.2018, -0.0937, -0.1437, -0.1411, -0.0558, -0.0068, 0.0983, 0.0787, 0.0207, 0.1090, 0.0682, 0.0647, 0.1141, 0.1342, 0.1317, 0.1454, 0.1387, 0.1184, 0.1404, 0.1289, 0.1301, 0.0933, 0.1292, 0.1087, 0.0682, 0.0866, -0.0896, -0.2268, -0.1952, -0.0930, -0.2279, -0.1272, -0.1359, -0.1332, -0.1103, 0.0670, 0.0818, 0.0841, 0.0697, 0.1095, 0.0976, 0.1108, 0.1232, 0.1416, 0.1223, 0.1353, 0.1256, 0.1133, 0.1240, 0.1382, 0.0944, 0.1402, 0.1027, 0.1128, 0.1121, 0.1166, -0.0773, -0.2427, -0.1774, -0.1062, -0.1911, -0.0393, -0.1150, -0.1753, -0.1031

---

One molecule with the formula C8H12 in a non-equilibrium geometry. Source: the Open Molecules 2025 dataset; level of theory: the ωB97M-V functional and the def2-TZVPD basis.

The HOMO energy is -8.44 eV. Its HOMO-LUMO gap is 9.21 eV. As for the multiplicity: 1. The net charge is 0. The SMILES is C=C/C=C/C(=C)CC.

Element x y z (Å)
C: 0.59259 -0.21058 2.68737
C: -0.41439 0.64310 1.99550
C: -1.01542 0.15721 0.71013
C: -2.33490 0.39717 0.37479
C: 0.16363 -0.08192 -1.53070
C: 0.05262 -0.37849 -0.26427
C: 1.28687 -0.37284 -3.54127
C: 1.28099 -0.62836 -2.22249
H: 1.26546 -0.66394 2.07188
H: 0.09525 -0.83136 3.47695
H: 1.21928 0.46132 3.25212
H: -1.29622 0.76393 2.78914
H: -0.01122 1.59799 1.84560
H: -2.56228 0.02625 -0.62795
H: -2.95036 1.00683 1.01913
H: -0.49293 0.48249 -2.12231
H: 0.59526 -1.19902 0.09694
H: 1.87829 -0.45167 -4.49597
H: 0.59931 0.34056 -3.87311
H: 2.04817 -1.05867 -1.64148

Charges obtained by Löwdin population analysis, quoted in units of e: -0.1148, -0.2546, -0.2726, 0.0581, -0.1366, -0.0597, 0.0161, -0.1674, 0.0252, 0.0984, 0.0706, 0.1506, 0.0915, 0.0571, 0.0534, 0.1028, 0.0897, 0.0769, 0.0211, 0.0941

---

Table of energy above the lowest of the compared OMol25 structures with the same formula, charge and spin (eV), in record order: 3.8646 1.7024 7.1498 2.4493